This record from the Open Molecules 2025 dataset describes C20H47AlO18P3 as an isolated structure in a non-equilibrium geometry. The level of theory is the ωB97M-V functional and the def2-TZVPD basis.

The calculation puts the orbital gap (spin up / spin down) at 7.16 / 3.52 eV. The calculation puts the LUMO energy (spin up / spin down) at 0.14 / -3.51 eV. The calculation puts the total energy at -92824.818 eV. For the highest occupied orbital energy (spin up / spin down), the calculation gives -7.03 / -7.02 eV. For the maximum force, the calculation gives 0.13474 hartree/bohr. As for the expectation value of S²: 0.758.

Geometry as ORCA input:
```
! wB97M-V def2-TZVPD RIJCOSX def2/J DEFGRID3
* xyz 0 2
Al 19.8110 16.8677 15.5569
O 21.9889 16.3002 11.2765
C 21.2601 16.5482 12.3738
O 21.7297 17.1943 13.2744
O 20.2712 15.8053 12.6861
H 22.5900 17.0332 11.4280
O 22.5699 20.4864 17.6393
C 21.8712 19.4081 17.2866
O 20.9234 19.4721 16.5088
O 22.0487 18.2376 17.8130
H 22.4343 21.1102 16.9224
C 26.5166 15.7308 14.6840
C 25.1356 15.1105 14.5060
O 24.7309 14.5332 15.6921
P 23.7013 15.1509 16.7519
O 22.2856 15.4129 16.1925
O 23.8588 14.0924 18.0377
C 22.7252 13.7226 18.7291
C 23.1718 12.7469 19.8347
O 24.5119 16.4625 17.2517
C 24.6473 16.7500 18.6598
C 26.0938 16.5313 18.9951
H 27.0748 14.8373 14.9634
H 26.7642 16.1906 13.7273
H 26.6361 16.5547 15.3876
H 24.3548 15.8371 14.2812
H 25.1697 14.3875 13.6910
H 22.2723 14.6621 19.0457
H 22.0659 13.1368 18.0885
H 22.3177 12.4717 20.4535
H 23.7580 11.9680 19.3470
H 23.7590 13.2953 20.5713
H 24.4861 17.8237 18.7562
H 23.8906 16.2240 19.2419
H 26.1734 16.5081 20.0820
H 26.3395 15.5658 18.5529
H 26.7168 17.3256 18.5841
C 22.5571 11.5499 12.8303
C 21.5898 12.5230 13.5204
O 21.0274 11.8828 14.6434
P 19.7483 12.4854 15.3085
O 19.5933 13.9235 15.2668
O 18.5670 11.6276 14.6364
C 18.1859 12.0876 13.3604
C 16.6958 12.3615 13.4812
O 19.9396 11.9430 16.8210
C 18.8843 12.0529 17.7990
C 18.1691 10.7042 17.8041
H 22.8947 11.9021 11.8556
H 23.3952 11.2360 13.4525
H 21.9724 10.6716 12.5568
H 22.1488 13.3758 13.9057
H 20.8161 12.8392 12.8208
H 18.6311 13.0061 12.9780
H 18.3875 11.3741 12.5614
H 16.2426 12.6358 12.5286
H 16.1774 11.5584 14.0050
H 16.6555 13.3148 14.0081
H 19.3066 12.4244 18.7327
H 18.2097 12.7677 17.3279
H 17.7202 10.6332 16.8133
H 19.0282 10.1011 18.0980
H 17.3505 10.5758 18.5123
C 14.1024 19.5337 14.2808
C 15.2945 18.9192 14.9752
O 15.4541 19.7686 16.1025
P 16.8427 19.7999 16.9715
O 17.8928 19.0190 16.2864
O 17.1074 21.4186 17.2423
C 18.4131 22.0265 17.4605
C 18.3336 23.5559 17.4331
O 16.3594 19.2707 18.4083
C 15.3699 19.9160 19.1672
C 15.7952 20.0220 20.6658
H 13.1504 19.3985 14.7942
H 14.2142 20.6168 14.2291
H 13.8631 19.1537 13.2876
H 15.2814 17.8605 15.2341
H 16.1222 19.0548 14.2790
H 18.9193 21.6150 18.3337
H 19.0991 21.7826 16.6494
H 17.8775 23.7851 16.4700
H 17.6801 24.0520 18.1507
H 19.2655 24.1176 17.4975
H 15.1811 20.8923 18.7207
H 14.4171 19.3969 19.0634
H 16.8588 19.8990 20.8702
H 15.3484 20.8718 21.1819
H 15.4158 19.1108 21.1282
*
```